Record 1
Here is an isolated molecule of C2H4O2S at a distorted geometry from the OMol25 dataset. Energies are from ωB97M-V/def2-TZVPD.

```
! wB97M-V def2-TZVPD RIJCOSX def2/J DEFGRID3
* xyz 0 1
C 1.355 0.252 -0.193
C -0.961 -0.464 0.707
O -0.815 1.545 -0.985
O -0.474 -0.827 -1.734
S -0.348 0.193 -0.716
H 1.847 1.212 -0.163
H 1.658 -0.407 0.572
H -0.929 -1.459 0.949
H -1.334 -0.044 1.562
*
```

## Properties
* orbital gap (alpha / beta): 8.650 / 9.117 eV
* energy relative to the best compared isomer or geometry (same formula, charge and spin): 5.2718 eV
* strongest force on any atom: 3.03 eV/Å

These are the natural (NBO) partial charges, in e, on atoms 1 to 8:
1. C -0.52
2. C -0.56
3. O -0.91
4. O -0.91
5. S 2.09
6. H 0.21
7. H 0.19
8. H 0.20

Record 2
Here is a cluster of 2 separate species, C2H9NOS in total at a distorted geometry from the OMol25 dataset. Energies are from ωB97M-V/def2-TZVPD.

```
! wB97M-V def2-TZVPD RIJCOSX def2/J DEFGRID3
* xyz 0 1
N 0.649 -0.133 -2.962
C -0.479 0.005 -2.110
O -1.132 1.206 -2.620
H 0.523 -0.118 -3.940
H 1.428 0.398 -2.719
H -1.199 -0.818 -2.165
H -0.269 0.345 -1.104
H -1.447 1.211 -3.539
C -0.404 -0.924 1.880
S 0.734 -0.111 3.077
H -0.698 -1.917 2.139
H -1.433 -0.402 1.882
H -0.189 -0.927 0.793
H 1.353 0.807 2.501
*
```

## Properties
* orbital gap: 9.961 eV
* energy relative to the best compared isomer or geometry (same formula, charge and spin): 1.4517 eV
* strongest force on any atom: 4.10 eV/Å
* structure (SMILES): NCO.CS

These are the natural (NBO) partial charges, in e, on atoms 1 to 8:
1. N -0.86
2. C 0.09
3. O -0.78
4. H 0.37
5. H 0.37
6. H 0.16
7. H 0.19
8. H 0.47

Record 3
Here is the ion C9H12NO3 with charge -1 at a distorted geometry from the OMol25 dataset. Energies are from ωB97M-V/def2-TZVPD.

```
! wB97M-V def2-TZVPD RIJCOSX def2/J DEFGRID3
* xyz -1 1
C -0.455 -0.034 -0.131
C -0.924 1.058 0.408
C -2.357 -1.555 0.189
C -3.356 0.654 -0.193
C -0.453 2.262 1.096
C 1.536 -1.155 0.993
C 2.081 0.599 -0.713
C 0.976 -1.588 -1.392
C 1.045 -0.499 -0.329
N -3.269 -0.727 -0.028
O -2.000 -2.652 0.511
O -4.289 1.164 -0.825
O -2.378 1.407 0.203
H -1.130 3.115 0.885
H 0.525 2.870 0.708
H -0.419 2.126 2.206
H 2.615 -1.665 0.798
H 1.914 -0.276 1.731
H 0.860 -1.828 1.374
H 2.955 0.050 -0.536
H 1.899 1.275 0.075
H 1.888 0.954 -1.799
H 1.839 -2.244 -1.488
H 0.903 -1.165 -2.406
H -0.008 -2.145 -1.335
*
```

## Properties
* orbital gap: 6.975 eV
* energy relative to the best compared isomer or geometry (same formula, charge and spin): 2.6464 eV
* strongest force on any atom: 6.06 eV/Å

These are the natural (NBO) partial charges, in e, on atoms 1 to 8:
1. C -0.31
2. C 0.13
3. C 0.89
4. C 0.91
5. C -0.68
6. C -0.57
7. C -0.62
8. C -0.62

Record 4
Here is a structure of composition C35H46N2O7 at a distorted geometry from the OMol25 dataset. Energies are from ωB97M-V/def2-TZVPD.

```
! wB97M-V def2-TZVPD RIJCOSX def2/J DEFGRID3
* xyz 0 1
C 4.970 0.388 5.147
C 4.431 -0.291 3.918
O 4.117 0.764 2.981
C 3.576 0.316 1.830
C 3.009 1.447 0.972
C 3.034 0.843 -0.400
O 2.082 0.250 -0.889
C 4.310 1.049 -1.210
C 4.266 2.376 -1.970
C 3.485 3.513 -1.297
C 3.878 3.800 0.149
C 3.954 2.626 1.136
O 3.517 -0.871 1.562
H 5.138 -0.351 5.933
H 5.928 0.875 4.930
H 4.277 1.145 5.533
H 5.172 -0.941 3.443
H 3.518 -0.860 4.133
H 5.182 0.990 -0.546
H 4.368 0.217 -1.926
H 5.298 2.703 -2.155
H 3.824 2.196 -2.959
H 3.686 4.429 -1.873
H 2.401 3.346 -1.379
H 4.883 4.251 0.153
H 3.208 4.573 0.558
H 3.804 3.046 2.135
H 4.989 2.240 1.129
C -4.703 -2.370 -5.294
O -3.859 -3.537 -5.199
C -2.714 -3.446 -4.474
C -2.203 -2.281 -3.898
C -1.404 -2.368 -2.759
C -1.105 -1.120 -1.960
C -1.867 -1.097 -0.625
C -3.389 -1.194 -0.777
O -4.038 -2.051 -1.380
N -3.930 -0.145 -0.093
C -5.360 0.048 -0.019
C -2.985 0.770 0.531
C -3.148 2.179 -0.065
C -3.211 0.787 2.053
N -1.708 0.146 0.138
C -0.493 0.596 0.491
C -0.255 1.744 1.257
C 0.981 2.147 1.715
C 1.072 3.058 2.814
C 2.127 3.027 3.776
C 2.143 3.858 4.891
C 1.077 4.735 5.132
C 0.013 4.785 4.220
C 0.028 4.004 3.070
C -0.932 -3.609 -2.328
C -1.343 -4.783 -2.973
O -1.177 -6.052 -2.518
C -0.425 -6.269 -1.308
C -2.121 -4.688 -4.151
O -2.494 -5.816 -4.819
C -3.666 -6.546 -4.344
H -5.574 -2.709 -5.857
H -5.004 -2.021 -4.295
H -4.188 -1.565 -5.835
H -2.535 -1.301 -4.255
H -0.030 -1.037 -1.742
H -1.400 -0.230 -2.540
H -1.531 -1.960 -0.014
H -5.852 -0.768 -0.554
H -5.695 0.052 1.025
H -5.646 1.004 -0.475
H -3.256 2.106 -1.156
H -4.048 2.645 0.358
H -2.289 2.815 0.156
H -3.411 -0.234 2.403
H -2.343 1.179 2.587
H -4.080 1.420 2.277
H 0.344 -0.015 0.151
H -1.138 2.312 1.555
H 1.901 1.586 1.302
H 2.920 2.289 3.669
H 2.991 3.810 5.579
H 1.075 5.372 6.016
H -0.836 5.447 4.402
H -0.782 4.101 2.344
H -0.284 -3.662 -1.447
H -0.396 -7.353 -1.198
H 0.594 -5.868 -1.399
H -0.931 -5.813 -0.445
H -3.772 -7.369 -5.050
H -3.478 -6.921 -3.333
H -4.545 -5.893 -4.370
*
```

## Properties
* orbital gap: 4.657 eV
* strongest force on any atom: 9.25 eV/Å

These are the Mulliken partial charges, in e, on atoms 1 to 8:
1. C -1.10
2. C -0.30
3. O -0.43
4. C 0.25
5. C 2.44
6. C -0.33
7. O -0.41
8. C -1.10

What is the strongest force on any atom in the third record?
6.06 eV/Å

Among the records above, which one has the lowest strongest force on any atom?
C2H4O2S

Which of these has the lowest strongest force on any atom?
C2H4O2S

The lowest strongest force on any atom belongs to which entry?
C2H4O2S